This record from the Open Molecules 2025 dataset describes C28H21N6OPRuS4 as an isolated structure at a distorted geometry. The level of theory is ωB97M-V/def2-TZVPD.

Results
**Spin multiplicity**: 5
**E_tot**: -3512.34965 hartree
**Total charge**: 0
**Highest occupied orbital energy (alpha / beta)**: -7.53 / -7.47 eV
**ΔE to the lowest compared entry with this formula, charge and spin**: 0.084 eV

XYZ file:
```
62
Properties=species:S:1:pos:R:3:lowdin_spin:R:1
Ru -0.10643 0.15616 -0.02188 2.2464
S 0.84940 0.60969 2.09117 0.1661
S 0.75340 2.56469 2.55738 0.2201
S 0.50409 3.71224 0.79748 0.4040
S -0.41619 2.60129 -0.55411 0.3422
N -2.32025 -0.65687 -6.97514 -0.0016
C -2.00479 -0.50410 -5.88453 -0.0004
C -1.59859 -0.35757 -4.53781 -0.0024
C -0.30879 0.08019 -4.22463 0.0021
C 0.07050 0.14263 -2.89942 0.0027
N -0.74563 -0.19701 -1.89488 0.0100
C -1.98871 -0.58823 -2.19118 0.0026
C -2.45676 -0.68672 -3.48471 0.0027
H 0.38100 0.36229 -5.00517 0.0002
H 1.06886 0.46934 -2.62749 0.0010
H -2.61916 -0.84319 -1.34570 0.0021
H -3.46628 -1.01499 -3.67746 0.0005
N -1.35784 -1.23492 0.60643 0.2908
P -2.26624 -1.10850 1.87646 0.0721
C -3.35196 0.35160 1.78975 0.0104
C -2.74097 1.59887 1.85373 0.0085
C -3.47125 2.74401 1.60542 0.0038
C -4.81676 2.64529 1.28483 0.0018
C -5.42654 1.40276 1.21409 0.0011
C -4.69589 0.25142 1.45173 0.0024
C -1.35398 -1.06860 3.45655 0.0130
C -0.34678 -2.02566 3.54403 0.0054
C 0.47374 -2.06092 4.65344 -0.0004
C 0.29154 -1.13465 5.66997 0.0021
C -0.72107 -0.19252 5.58841 0.0006
C -1.55342 -0.15619 4.48210 0.0079
C -3.36330 -2.54129 2.05471 0.0032
C -4.13990 -2.65149 3.20222 0.0005
C -4.98521 -3.73486 3.35614 0.0004
C -5.05107 -4.70538 2.36654 0.0005
C -4.27505 -4.59308 1.22347 0.0003
C -3.42761 -3.50902 1.06424 0.0029
H -1.69344 1.65763 2.12216 0.0032
H -2.99286 3.70979 1.65611 0.0001
H -5.38896 3.53726 1.08102 0.0001
H -6.47500 1.32645 0.96482 0.0001
H -5.16001 -0.72312 1.37827 0.0001
H -0.21274 -2.71006 2.71427 0.0009
H 1.26075 -2.79664 4.72467 -0.0001
H 0.95109 -1.14186 6.52410 0.0002
H -0.85689 0.52434 6.38499 0.0000
H -2.34014 0.58183 4.40622 0.0003
H -4.06945 -1.88254 3.96084 0.0000
H -5.59362 -3.82338 4.24523 0.0000
H -5.70964 -5.55288 2.49019 0.0000
H -4.33530 -5.35162 0.45702 0.0000
H -2.80533 -3.39834 0.18648 0.0013
N 3.25984 -1.54689 0.53202 0.0073
C 2.97819 -0.28564 0.11649 0.0184
O 2.02746 -0.10610 -0.69001 0.0946
C 3.79085 0.78969 0.57728 0.0122
C 4.76217 0.60635 1.55585 0.0019
N 5.53142 0.42905 2.39439 0.0043
C 3.47551 2.08106 0.16893 0.0075
N 3.15615 3.13855 -0.16224 0.0222
H 2.55999 -2.24886 0.34598 0.0001
H 3.93190 -1.70731 1.26340 0.0002
```

***

This record from the Open Molecules 2025 dataset describes the molecule C6H12O2 at a distorted geometry. The level of theory is ωB97M-V/def2-TZVPD.

Results
**Spin multiplicity**: 1
**E_tot**: -386.03954 hartree
**SMILES**: C1CCOCOCC1
**Total charge**: 0
**Highest occupied orbital energy**: -9.40 eV
**ΔE to the lowest compared entry with this formula, charge and spin**: 7.636 eV

XYZ file:
```
20
Properties=species:S:1:pos:R:3:mulliken_charge:R:1
C -1.41617 1.44352 0.16392 -0.4805
C -2.13800 0.10274 -0.14990 -0.3325
C -1.26181 -1.18321 0.14891 -0.6240
C 1.29210 -1.20204 0.15202 -0.4496
C 1.53376 1.37088 0.10068 -0.2703
C 0.06201 1.01540 -0.15830 -0.1685
H -1.73994 1.78536 1.22076 0.3092
H -1.78739 2.04112 -0.63343 0.2552
H -2.76391 0.20366 -1.20641 0.2777
H -2.87128 -0.08538 0.86689 0.1745
H -1.77150 -2.05368 -0.15443 0.4796
H -1.27126 -1.38501 1.33672 0.3051
H 1.94470 -1.89890 -0.15148 0.3094
H 1.33288 -1.01625 1.25076 0.3970
H 1.89363 1.28706 1.24128 0.2588
H 1.99162 2.22714 -0.58988 0.1879
H 0.04988 0.72883 -1.29760 0.2886
H 0.05014 0.03665 0.23489 -0.0224
O -0.00009 -1.44032 -0.31411 -0.4566
O 2.06398 0.04603 -0.14366 -0.4386
```

***

This record from the Open Molecules 2025 dataset describes a 2-piece molecular cluster, C10H16 overall at a distorted geometry. The level of theory is ωB97M-V/def2-TZVPD.

Results
**Spin multiplicity**: 1
**E_tot**: -390.60109 hartree
**SMILES**: Cc1ccccc1.CCC
**Total charge**: 0
**Highest occupied orbital energy**: -8.92 eV
**ΔE to the lowest compared entry with this formula, charge and spin**: 0.947 eV

XYZ file:
```
26
Properties=species:S:1:pos:R:3:mulliken_charge:R:1
C -1.44330 2.25397 -2.99074 -0.4141
C -1.42505 0.77739 -2.48971 -0.8250
C -0.11812 3.00021 -2.78884 -1.0383
H -1.64203 2.17924 -4.06269 0.3239
H -2.34231 2.73917 -2.61560 0.3273
H -2.24924 0.41973 -1.87946 0.2978
H 0.67402 2.49041 -3.33358 0.2911
H -0.60641 0.62208 -1.77719 0.0163
H -1.05294 0.20356 -3.33679 0.3858
H -0.28387 3.95855 -3.27069 0.3650
H 0.11528 3.22564 -1.74964 0.2662
C 1.68533 -2.89630 2.45285 -1.4064
C 0.95216 0.24512 0.47286 -0.2268
C -0.39146 0.45159 0.79233 -0.6657
C 1.66200 -0.81741 0.99786 -0.5616
C 0.97029 -1.76179 1.72657 0.8954
C -1.13704 -0.52945 1.42610 -0.5744
C -0.39457 -1.58190 1.96285 -0.4403
H 1.38312 0.99715 -0.17259 0.3769
H -0.86103 1.32902 0.36118 0.6036
H 2.73988 -0.91487 0.92285 0.3515
H -2.20785 -0.51307 1.56209 0.3917
H 2.38915 -3.39609 1.78894 0.3374
H 1.06450 -3.60332 2.98483 0.3613
H -0.82606 -2.25649 2.69449 0.2545
H 2.28629 -2.36787 3.20621 0.3070
```

***

This record from the Open Molecules 2025 dataset describes a 2-piece molecular cluster, C10H16ClNO5P overall. The level of theory is ωB97M-V/def2-TZVPD.

Results
**Spin multiplicity**: 1
**E_tot**: -1622.75661 hartree
**Total charge**: +1
**Highest occupied orbital energy**: -12.12 eV

XYZ file:
```
34
Properties=species:S:1:pos:R:3:mulliken_charge:R:1
O 2.94553 -1.08742 -1.15843 -0.4687
C 2.33286 -1.12677 -2.43326 -0.6902
C 1.05733 -0.29763 -2.47090 -0.2407
O 0.25582 -0.67057 -1.34139 -0.2792
C -0.94659 -0.05426 -1.23153 -0.6785
O -1.90192 -0.70230 -2.13442 -0.4131
C -3.15798 -0.09874 -2.11793 -0.4811
P -4.30849 -1.47988 -1.88811 0.3751
Cl -6.11922 -0.83956 -1.51752 -0.0766
H 2.40506 -1.60555 -0.56059 0.3207
H 3.05144 -0.69742 -3.13644 0.3322
H 2.11983 -2.15551 -2.74882 0.3365
H 0.49956 -0.49427 -3.39254 0.3470
H 1.28822 0.77413 -2.40779 0.3067
H -1.31674 -0.18084 -0.20908 0.5942
H -0.90877 1.00989 -1.50866 0.5151
H -3.41763 0.41003 -3.05605 0.4050
H -3.33490 0.58412 -1.27172 0.4279
H -3.89655 -2.27853 -0.82479 0.2033
H -4.37021 -2.27814 -3.02742 0.1930
C 3.12646 0.68174 2.46644 -0.6429
C 2.27535 0.85133 1.38139 -0.3551
C 0.92845 1.06942 1.59437 -0.2567
C 0.44197 1.08918 2.88467 0.0586
C 1.26689 0.94089 3.98336 -0.4842
C 2.62244 0.74006 3.76161 -0.3405
N -1.01117 1.24150 3.07170 0.9962
O -1.70965 1.25700 2.06839 -0.6377
O -1.43790 1.30291 4.19871 -0.5796
H 4.18054 0.50244 2.30333 0.4083
H 2.64289 0.79645 0.36623 0.4499
H 0.25569 1.21552 0.76834 0.5007
H 0.85681 0.96755 4.98203 0.4685
H 3.28459 0.61324 4.60680 0.3861
```